This record from the OMol25 dataset describes a 6-piece molecular cluster, C29H61BrN4O17P overall. The level of theory is the ωB97M-V functional and the def2-TZVPD basis.

Geometry (Å):
C (1.6042, 4.3200, -1.0464)
C (2.6269, 3.5226, -0.2697)
C (1.9780, 2.4300, 0.5779)
N (2.1996, 1.0536, 0.0329)
C (1.2109, 0.1479, 0.7672)
C (2.0282, -1.1447, 1.0109)
O (1.3622, -2.3158, 0.8052)
N (3.2515, -0.9223, 0.2012)
C (2.9384, -1.3568, -1.1904)
C (3.8717, -0.9539, -2.3305)
C (3.4659, 0.3288, -3.0460)
Br (5.7543, -0.9267, -1.8579)
C (3.3726, 0.4592, 0.4100)
N (4.3537, 1.0979, 0.9397)
P (5.8545, 0.2696, 1.5758)
N (6.0348, 1.0343, 3.0972)
O (7.0682, 0.9874, 0.7888)
H (0.8628, 4.7485, -0.3848)
H (2.0665, 5.1653, -1.5380)
H (1.1024, 3.7360, -1.8113)
H (3.0695, 4.2321, 0.4269)
H (3.4414, 3.1752, -0.8987)
H (2.2744, 2.4621, 1.6255)
H (0.9103, 2.5916, 0.5662)
H (0.8293, 0.5561, 1.6871)
H (0.4254, -0.0371, 0.0463)
H (2.3208, -1.0493, 2.0636)
H (2.0008, -3.0464, 0.8183)
H (1.9336, -1.0751, -1.5040)
H (2.9560, -2.4350, -1.1576)
H (3.7790, -1.7333, -3.0685)
H (2.6366, 0.0639, -3.6893)
H (4.2613, 0.6361, -3.7085)
H (3.2047, 1.1251, -2.3674)
H (4.2775, 2.1055, 1.0490)
H (5.1513, 1.4284, 3.4189)
H (6.6503, 1.8454, 2.9977)
H (7.6620, 0.2965, 0.4532)
C (-1.2870, -3.2920, -0.9837)
C (-1.7702, -2.3493, 0.0997)
O (-3.1024, -1.8933, -0.1597)
C (-4.0679, -2.7798, 0.1062)
O (-3.9064, -3.8856, 0.5527)
O (-5.2343, -2.2271, -0.2168)
C (-6.3601, -3.0983, -0.0644)
H (-1.3869, -2.8253, -1.9654)
H (-0.2438, -3.5577, -0.8199)
H (-1.8770, -4.2068, -0.9961)
H (-1.1517, -1.4558, 0.1167)
H (-1.7102, -2.8049, 1.0883)
H (-6.4077, -3.5153, 0.9385)
H (-6.3130, -3.8969, -0.8011)
H (-7.2526, -2.5060, -0.2418)
C (-0.6995, 10.0040, -3.1045)
C (-0.3792, 8.6455, -3.6894)
O (-0.4672, 7.6017, -2.7022)
C (-1.7037, 7.2220, -2.3809)
O (-2.7263, 7.6488, -2.8439)
O (-1.6106, 6.2753, -1.4381)
C (-2.8734, 5.8334, -0.9288)
H (-0.0659, 10.2049, -2.2395)
H (-0.5405, 10.7833, -3.8488)
H (-1.7350, 10.0535, -2.7717)
H (0.6495, 8.6243, -4.0439)
H (-1.0218, 8.4101, -4.5370)
H (-3.5298, 5.5137, -1.7344)
H (-3.3446, 6.6270, -0.3518)
H (-2.6696, 4.9885, -0.2762)
C (-5.7551, -4.0345, -3.5507)
C (-5.7745, -5.5490, -3.5552)
O (-6.6948, -6.0680, -4.5225)
C (-6.2781, -6.0231, -5.7895)
O (-5.2124, -5.6115, -6.1714)
O (-7.2469, -6.5158, -6.5590)
C (-6.9729, -6.4609, -7.9621)
H (-6.7626, -3.6395, -3.4102)
H (-5.1135, -3.6634, -2.7506)
H (-5.3832, -3.6433, -4.4963)
H (-6.1204, -5.9218, -2.5922)
H (-4.7805, -5.9625, -3.7250)
H (-6.0230, -6.9366, -8.1934)
H (-6.9694, -5.4270, -8.3033)
H (-7.7747, -7.0000, -8.4574)
C (0.4015, -6.1424, 2.2921)
C (1.1781, -5.6503, 3.4956)
O (1.9494, -6.6938, 4.0982)
C (3.0716, -7.0111, 3.4497)
O (3.4826, -6.4811, 2.4463)
O (3.6605, -8.0064, 4.1044)
C (4.8463, -8.5107, 3.4805)
H (-0.2188, -6.9978, 2.5584)
H (-0.2394, -5.3501, 1.9017)
H (1.0721, -6.4648, 1.4962)
H (0.4904, -5.3061, 4.2657)
H (1.8283, -4.8111, 3.2422)
H (5.5569, -7.7104, 3.2883)
H (4.5934, -9.0215, 2.5531)
H (5.2846, -9.2214, 4.1740)
C (0.3419, 3.7928, 7.0097)
C (1.2655, 4.9874, 6.9050)
O (1.7131, 5.2038, 5.5544)
C (0.8202, 5.7654, 4.7402)
O (-0.2931, 6.1115, 5.0298)
O (1.3801, 5.8782, 3.5288)
C (0.5015, 6.3954, 2.5252)
H (0.8188, 2.9051, 6.5902)
H (0.0891, 3.5996, 8.0513)
H (-0.5819, 3.9618, 6.4583)
H (2.1687, 4.8139, 7.4863)
H (0.7980, 5.8922, 7.2908)
H (0.0607, 7.3409, 2.8299)
H (-0.2803, 5.6675, 2.3082)
H (1.0989, 6.5553, 1.6313)

HOMO = -12.029 eV
Max |F| = 3.6 eV/Å
Total charge = +1
LUMO = -0.11934 hartree
Frontier orbital gap = 8.78 eV

This record from the OMol25 dataset describes a 11-piece molecular cluster, C21H33F5N6O27 overall. The level of theory is the ωB97M-V functional and the def2-TZVPD basis.

Geometry (Å):
C (-4.0160, 42.6495, 7.6606)
N (-4.5236, 42.6028, 9.0584)
O (-3.6813, 42.6468, 9.9377)
O (-5.7145, 42.4999, 9.2214)
H (-4.5120, 43.5075, 7.2145)
H (-4.2093, 41.7272, 7.1199)
H (-2.9414, 42.7793, 7.7285)
C (4.3530, 43.1120, 8.2469)
N (4.4476, 41.8187, 9.0049)
O (3.5738, 40.9880, 8.8220)
O (5.3739, 41.7071, 9.7720)
H (3.4119, 43.5809, 8.5183)
H (4.3820, 43.0414, 7.1637)
H (5.2187, 43.6405, 8.6327)
C (2.5007, 46.9584, 11.2107)
N (3.8783, 46.4402, 11.0029)
O (4.7041, 46.7043, 11.8376)
O (4.0715, 45.7679, 10.0016)
H (2.0778, 47.2405, 10.2488)
H (2.6427, 47.9051, 11.7297)
H (1.8285, 46.2961, 11.7427)
C (-1.3487, 48.8060, 6.7161)
N (-0.4835, 47.6535, 7.0886)
O (-0.4982, 47.1211, 8.1718)
O (0.2534, 47.2804, 6.1907)
H (-1.7779, 48.5222, 5.7579)
H (-0.6868, 49.6589, 6.6086)
H (-2.1976, 48.9851, 7.3695)
C (-0.1961, 43.9264, 14.3706)
N (-1.5769, 43.3918, 14.3990)
O (-2.4638, 44.1881, 14.1706)
O (-1.7431, 42.2310, 14.6916)
H (0.3891, 43.4945, 13.5619)
H (0.2278, 43.5757, 15.3094)
H (-0.2340, 45.0028, 14.2587)
C (1.4264, 39.7636, 6.6033)
N (2.3771, 40.4277, 5.6801)
O (2.7190, 39.8691, 4.6497)
O (2.6137, 41.5912, 5.9120)
H (1.2921, 40.3707, 7.4922)
H (1.7885, 38.7968, 6.9442)
H (0.4631, 39.6951, 6.1023)
C (-0.1652, 42.5913, 9.4820)
C (0.2430, 44.0893, 9.3625)
O (1.3762, 44.1263, 10.1822)
C (1.3471, 43.1302, 11.0971)
O (2.1095, 42.9909, 12.0038)
O (0.3053, 42.3361, 10.8094)
F (-0.7334, 44.9044, 9.8591)
H (0.3538, 42.0385, 8.6984)
H (-1.2295, 42.3804, 9.4279)
H (0.4649, 44.4860, 8.3760)
C (2.8803, 39.7398, 11.9238)
C (1.5932, 39.2438, 12.5745)
O (0.8895, 38.8046, 11.4056)
C (1.7776, 38.5510, 10.4345)
O (1.5295, 37.9018, 9.4492)
O (2.9564, 39.0768, 10.6995)
F (0.9259, 40.2528, 13.1756)
H (3.7428, 39.4525, 12.5372)
H (3.0208, 40.8223, 11.9043)
H (1.7919, 38.4611, 13.3075)
C (-2.1959, 39.9602, 12.0407)
C (-2.1407, 38.5801, 12.6669)
O (-3.4860, 38.1099, 12.6117)
C (-4.2815, 39.1620, 12.4053)
O (-5.4559, 39.1528, 12.5962)
O (-3.5714, 40.2671, 12.0303)
F (-1.7317, 38.6970, 13.9674)
H (-1.8574, 39.8893, 11.0009)
H (-1.4680, 40.6031, 12.5329)
H (-1.3755, 37.9623, 12.2001)
C (2.3674, 44.9350, 4.4202)
C (2.9002, 45.7085, 5.6002)
O (4.2823, 45.7213, 5.3323)
C (4.4199, 45.7181, 3.9706)
O (5.3881, 46.0661, 3.3838)
O (3.2528, 45.3667, 3.3959)
F (2.5288, 45.0325, 6.7210)
H (1.3206, 45.1360, 4.2113)
H (2.4656, 43.8678, 4.6342)
H (2.4253, 46.6887, 5.6166)
C (-1.0052, 42.2423, 3.2252)
C (-2.2893, 42.5776, 3.9648)
O (-1.8333, 42.7616, 5.2741)
C (-0.4906, 43.0719, 5.2644)
O (0.1733, 43.3338, 6.2125)
O (0.0365, 42.7399, 4.0645)
F (-3.1295, 41.5154, 3.9441)
H (-0.9377, 42.7248, 2.2502)
H (-0.9299, 41.1732, 3.0232)
H (-2.7409, 43.4767, 3.5401)

SMILES = O=C1OC[C@@H](F)O1.O=C1OC[C@@H](F)O1.O=C1OC[C@@H](F)O1.O=C1OC[C@@H](F)O1.O=C1OC[C@@H](F)O1.C[N+](=O)[O-].C[N+](=O)[O-].C[N+](=O)[O-].C[N+](=O)[O-].C[N+](=O)[O-].C[N+](=O)[O-]
HOMO = -10.881 eV
Max |F| = 2.8 eV/Å
LUMO = -0.02910 hartree
Frontier orbital gap = 10.09 eV

- The lowest LUMO belongs to which entry?
  C29H61BrN4O17P

- What is the frontier orbital gap in the first record?
  8.78 eV

- What is the LUMO in the second record?
  -0.02910 hartree

- Which formula does entry 2 have?
  C21H33F5N6O27